The following is a quantum chemistry calculation of a cluster of 2 separate species, C2INO3 in total at a distorted geometry, from the OMol25 dataset.

Its energy above the lowest of the compared OMol25 structures with the same formula, charge and spin is 14.12 kcal/mol. Its HOMO-LUMO gap is 9.1 eV. The value obtained for the LUMO energy is -0.91 eV. As for the multiplicity: 1. Its molar mass is 212.9 Da. As for the SMILES: O=C=NI.O=C=O.

Last column: natural (NBO) charge in e.
Element x y z (Å)
O  -0.75507  -2.21136  0.99607  -0.45
C  -0.08980  -1.38966  0.54377  0.90
N  0.45065  -0.50003  -0.07506  -0.85
I  2.27829  -0.13081  -0.62812  0.46
O  -1.28443  1.09256  0.61115  -0.55
C  -0.56771  1.33008  -0.27837  1.03
O  -0.03192  1.80922  -1.16944  -0.53